Record 1
{
  "formula": "C11H14O3S",
  "method": "the ωB97M-V functional and the def2-TZVPD basis",
  "symbols": ["C", "C", "C", "C", "C", "C", "C", "C", "C", "C", "C", "O", "O", "O", "S", "H", "H", "H", "H", "H", "H", "H", "H", "H", "H", "H", "H", "H", "H"],
  "xyz": [[-1.25363, 1.34377, 1.01748], [-2.42887, 0.41302, 0.82477], [1.09617, 1.16422, -1.39121], [1.17480, -1.38549, -0.94440], [0.15724, -0.53998, 2.00330], [-1.07119, -1.46301, 1.68977], [-0.07097, 0.81772, 1.37444], [-2.34085, -0.91049, 1.12063], [0.42626, -0.21195, -1.24416], [0.44574, 2.27092, -2.27566], [2.62648, -1.29892, -0.55084], [2.12657, 1.41855, -0.74531], [0.67574, -2.49779, -1.09315], [-2.03743, 0.32996, -1.86741], [-1.15344, -0.71584, -1.43310], [-1.32924, 2.48988, 0.80073], [-3.41600, 0.81696, 0.42682], [0.11711, -0.36307, 3.08605], [0.99706, -0.87118, 1.60762], [-0.91266, -2.44181, 1.23864], [-1.42007, -1.83535, 2.66131], [0.82346, 1.54109, 1.49287], [-3.19318, -1.59166, 0.98760], [1.09868, 2.28468, -3.23431], [0.48723, 3.15231, -1.63774], [-0.64336, 2.18313, -2.66127], [3.43575, -1.31561, -1.34956], [2.70315, -2.35546, -0.01411], [2.87947, -0.42862, 0.11023]],
  "lumo_energy_ev": [-1.32, -1.33],
  "energy_ev": -28607.2168,
  "e_homo_ev": [-8.5, -8.5],
  "orbital_gap_ev": [7.15, 7.15],
  "molar_mass_g_mol": 226.30
}

***

Record 2
{
  "formula": "H20O10",
  "method": "the ωB97M-V functional and the def2-TZVPD basis",
  "symbols": ["O", "H", "H", "O", "H", "H", "O", "H", "H", "O", "H", "H", "O", "H", "H", "O", "H", "H", "O", "H", "H", "O", "H", "H", "O", "H", "H", "O", "H", "H"],
  "xyz": [[0.09999, 0.72942, 0.79155], [1.01229, 0.45605, 0.88755], [-0.40691, -0.06776, 0.94581], [5.19913, 0.67314, 2.67257], [6.02425, 0.62725, 3.15558], [5.24935, 1.49803, 2.18958], [-0.13294, -3.60393, 0.69895], [-0.25803, -4.54467, 0.82384], [0.81708, -3.48724, 0.69020], [-2.35874, -1.33220, -3.07676], [-2.61079, -0.43974, -3.31386], [-1.53901, -1.22965, -2.59328], [-4.12352, 2.71098, -2.37995], [-3.48244, 2.73270, -1.66947], [-4.46462, 3.60432, -2.42281], [0.06375, 3.26195, -4.52784], [-0.03968, 3.25532, -3.57627], [-0.47641, 3.99504, -4.82285], [-5.55404, -1.44644, -0.24924], [-5.29337, -0.78029, 0.38678], [-4.77955, -1.57050, -0.79790], [4.80927, 4.22552, 0.68240], [3.85218, 4.23998, 0.68571], [5.06027, 4.78442, 1.41783], [-3.42282, -3.95373, 4.30445], [-3.27099, -3.35405, 5.03490], [-3.38639, -3.39787, 3.52603], [4.17398, -2.75291, 0.29763], [4.61953, -2.77112, -0.54936], [4.61931, -2.06211, 0.78825]],
  "lumo_energy_ev": 0.00,
  "energy_ev": -20799.0560,
  "e_homo_ev": -11.3,
  "smiles": "O.O.O.O.O.O.O.O.O.O",
  "orbital_gap_ev": 11.27,
  "molar_mass_g_mol": 180.15
}

***

Record 3
{
  "formula": "C6H5N2",
  "method": "the ωB97M-V functional and the def2-TZVPD basis",
  "symbols": ["C", "C", "C", "N", "N", "C", "C", "C", "H", "H", "H", "H", "H"],
  "xyz": [[1.52948, 1.79916, 2.35771], [1.63053, 1.21224, 1.30252], [1.54375, 0.53501, 0.11259], [2.91914, 0.40277, -0.63927], [2.60239, -0.35475, -1.50036], [1.32500, -0.69809, -1.69678], [0.62318, -0.11876, -0.63269], [-0.86112, -0.27002, -0.26586], [1.52361, 1.93407, 3.46263], [0.94421, -1.40304, -2.55914], [-0.84860, 0.18750, 0.71864], [-1.15659, -1.37058, -0.28969], [-1.41614, 0.24266, -1.11962]],
  "lumo_energy_ev": [-8.31, -8.28],
  "energy_ev": -9268.8614,
  "e_homo_ev": [-15.1, -14.8],
  "smiles": "C#CC1=[N+]=NC=C1C",
  "orbital_gap_ev": [6.79, 6.50],
  "charge": 1,
  "molar_mass_g_mol": 105.12
}

***

Record 4
{
  "formula": "CHF3NO5PmS2",
  "method": "the ωB97M-V functional and the def2-TZVPD basis",
  "symbols": ["O", "Pm", "H", "N", "S", "O", "O", "S", "O", "O", "C", "F", "F", "F"],
  "xyz": [[0.01609, 1.66912, 0.25694], [2.24103, 1.93766, -0.53236], [1.17559, 0.04108, -2.47692], [0.23476, -0.66060, 1.44423], [1.53089, -1.25604, 0.50738], [2.47938, -0.01077, 0.47125], [2.14068, -2.27339, 1.41338], [-0.68757, 0.48076, 0.88948], [1.35786, 1.09115, -2.40472], [-1.56261, 1.02701, 1.93953], [-1.98506, -0.34844, -0.18274], [-1.46644, -0.83183, -1.30655], [-2.52223, -1.37389, 0.47193], [-2.95238, 0.50819, -0.49083]],
  "lumo_energy_ev": [-2.47, -2.38],
  "energy_ev": -59157.2362,
  "e_homo_ev": [-8.7, -8.7],
  "spin_multiplicity": 5,
  "orbital_gap_ev": [6.22, 6.31],
  "s_squared": 6.01,
  "molar_mass_g_mol": 373.15
}

***

Record 5
{
  "formula": "C48H100F24N9O21S8",
  "method": "the ωB97M-V functional and the def2-TZVPD basis",
  "symbols": ["C", "C", "N", "C", "C", "C", "C", "C", "O", "C", "H", "H", "H", "H", "H", "H", "H", "H", "H", "H", "H", "H", "H", "H", "H", "H", "H", "H", "H", "H", "C", "C", "N", "C", "C", "C", "C", "C", "O", "C", "H", "H", "H", "H", "H", "H", "H", "H", "H", "H", "H", "H", "H", "H", "H", "H", "H", "H", "H", "H", "C", "C", "N", "C", "C", "C", "C", "C", "O", "C", "H", "H", "H", "H", "H", "H", "H", "H", "H", "H", "H", "H", "H", "H", "H", "H", "H", "H", "H", "H", "C", "C", "N", "C", "C", "C", "C", "C", "O", "C", "H", "H", "H", "H", "H", "H", "H", "H", "H", "H", "H", "H", "H", "H", "H", "H", "H", "H", "H", "H", "C", "C", "N", "C", "C", "C", "C", "C", "O", "C", "H", "H", "H", "H", "H", "H", "H", "H", "H", "H", "H", "H", "H", "H", "H", "H", "H", "H", "H", "H", "C", "F", "F", "F", "S", "O", "O", "N", "S", "O", "O", "C", "F", "F", "F", "C", "F", "F", "F", "S", "O", "O", "N", "S", "O", "O", "C", "F", "F", "F", "C", "F", "F", "F", "S", "O", "O", "N", "S", "O", "O", "C", "F", "F", "F", "C", "F", "F", "F", "S", "O", "O", "N", "S", "O", "O", "C", "F", "F", "F"],
  "xyz": [[0.57173, -1.63372, 7.36767], [-0.09456, -2.90603, 6.91267], [0.84014, -4.01658, 6.49234], [1.86913, -4.31325, 7.52157], [0.12032, -5.32581, 6.38910], [-1.11507, -5.37546, 5.43512], [1.54780, -3.83869, 5.15703], [2.32581, -4.97261, 4.43745], [3.40420, -5.33310, 5.22201], [4.63151, -5.80371, 4.55678], [1.06161, -1.25682, 6.49103], [1.29430, -1.81491, 8.17843], [-0.23623, -0.90915, 7.67092], [-0.74461, -2.71405, 6.08006], [-0.72912, -3.32880, 7.71990], [2.43707, -3.37363, 7.67566], [2.57340, -5.10925, 7.18457], [1.38473, -4.47872, 8.48571], [-0.21437, -5.57554, 7.39435], [0.88406, -6.04354, 6.10556], [-1.98710, -5.09927, 5.96939], [-1.19295, -6.34625, 5.02262], [-0.91833, -4.61355, 4.61656], [2.28089, -3.04750, 5.22480], [0.79226, -3.51551, 4.51627], [2.70512, -4.52662, 3.48020], [1.69781, -5.84002, 4.21233], [4.42379, -6.69628, 3.96361], [5.43919, -5.90145, 5.31874], [4.94422, -4.92573, 3.94973], [-3.03840, 3.48448, -4.72221], [-3.89365, 3.96186, -3.60575], [-3.19682, 4.98740, -2.64847], [-2.66573, 6.08083, -3.54360], [-4.22215, 5.37054, -1.62334], [-5.14747, 6.41267, -2.18204], [-2.01415, 4.27180, -2.00838], [-1.19492, 5.14002, -1.12837], [-0.73613, 6.24997, -1.81562], [-1.05199, 7.50402, -1.19462], [-2.11029, 4.13203, -4.87987], [-3.61269, 3.49874, -5.65986], [-2.66015, 2.48317, -4.57134], [-4.13604, 3.15791, -2.94902], [-4.80189, 4.46855, -3.98207], [-3.37297, 6.14341, -4.36215], [-1.63639, 5.89290, -3.81655], [-2.75411, 7.06016, -3.08578], [-3.73237, 5.73571, -0.74164], [-4.62960, 4.35415, -1.40897], [-5.84606, 6.59731, -1.40707], [-5.64921, 5.99913, -3.07328], [-4.78950, 7.41456, -2.40187], [-1.41845, 3.86928, -2.80533], [-2.38457, 3.42799, -1.37035], [-0.46746, 4.44749, -0.78083], [-1.74187, 5.40686, -0.17048], [-2.13737, 7.57909, -1.08192], [-0.66947, 8.29933, -1.81605], [-0.52505, 7.63963, -0.16584], [-2.81033, -2.42296, -6.68920], [-4.01043, -2.58816, -5.77877], [-3.69367, -3.41782, -4.60605], [-5.03981, -3.74289, -4.00836], [-3.01219, -4.77242, -4.93887], [-3.88771, -5.59606, -5.85906], [-2.74354, -2.73267, -3.64905], [-3.18789, -1.40432, -3.03791], [-4.08891, -1.57439, -1.98772], [-4.38082, -0.27409, -1.41736], [-3.21088, -1.81995, -7.50337], [-2.53517, -3.34323, -7.20039], [-1.95764, -1.91725, -6.29359], [-4.76264, -3.16325, -6.34799], [-4.51857, -1.67470, -5.41973], [-4.90721, -4.44296, -3.19818], [-5.72048, -3.97196, -4.83231], [-5.41820, -2.89223, -3.44069], [-2.80113, -5.30632, -3.97931], [-2.09402, -4.54845, -5.46751], [-4.73655, -5.96786, -5.33357], [-3.41185, -6.56212, -6.08610], [-4.20867, -5.09536, -6.77419], [-1.91047, -2.47904, -4.27989], [-2.45663, -3.51392, -2.85954], [-3.60045, -0.67537, -3.78181], [-2.34353, -0.89861, -2.62251], [-3.54242, 0.34098, -1.02111], [-4.99363, -0.39988, -0.52293], [-4.83344, 0.32915, -2.13084], [5.84201, 0.83687, -4.73634], [5.89444, 0.63747, -3.20423], [5.70743, -0.78601, -2.68312], [5.87073, -0.68916, -1.22319], [4.29911, -1.25474, -2.99153], [3.99913, -2.74197, -2.70850], [6.67168, -1.79022, -3.34610], [8.16458, -1.59159, -3.00557], [8.64119, -0.56772, -3.84324], [9.77723, -0.75957, -4.64065], [4.90953, 0.43305, -5.16264], [6.71078, 0.46423, -5.20539], [5.81939, 1.95520, -4.91960], [5.07192, 1.21388, -2.81797], [6.86536, 0.95141, -2.79026], [5.65407, -1.59954, -0.73754], [5.09298, -0.04792, -0.88516], [6.83134, -0.36895, -1.04349], [4.11623, -1.04700, -4.05968], [3.71664, -0.52477, -2.39606], [2.93977, -2.81524, -2.79720], [4.15987, -3.02641, -1.64774], [4.40937, -3.51409, -3.37082], [6.57092, -1.75966, -4.44170], [6.49500, -2.82043, -3.06877], [8.73060, -2.49543, -3.23033], [8.44527, -1.39167, -1.95051], [10.70975, -0.61018, -4.09708], [9.76544, -0.07390, -5.47832], [9.68617, -1.83782, -4.90228], [-0.12663, 1.90317, 6.24867], [0.83729, 2.49897, 5.24338], [0.40095, 2.22246, 3.74832], [0.56789, 0.73284, 3.44623], [-1.05013, 2.66256, 3.55614], [-1.57880, 2.60291, 2.11542], [1.23310, 2.95778, 2.74869], [2.72656, 2.76889, 2.94291], [3.12910, 3.77460, 3.83016], [4.54266, 3.94930, 3.89657], [0.00944, 0.83306, 6.11674], [-1.17458, 2.14026, 6.12932], [0.30374, 2.28185, 7.17367], [1.78547, 2.05589, 5.33379], [0.89667, 3.57559, 5.34328], [0.45450, 0.56950, 2.35826], [-0.22034, 0.17838, 3.95542], [1.53914, 0.40259, 3.85139], [-1.10310, 3.64642, 4.03851], [-1.56444, 1.92417, 4.17655], [-2.65523, 2.68177, 2.09902], [-1.45930, 1.53318, 1.74262], [-1.18320, 3.30635, 1.37961], [0.94818, 4.06984, 2.72343], [1.04381, 2.47477, 1.79844], [3.25710, 2.82676, 1.99574], [3.03888, 1.84259, 3.42148], [4.92110, 4.22239, 2.90887], [5.03345, 3.04618, 4.25554], [4.80210, 4.84507, 4.52328], [6.18363, -1.70269, 3.09326], [6.52302, -2.36588, 4.24671], [7.23423, -0.91033, 2.81243], [6.09133, -2.45814, 2.01832], [4.59093, -0.80139, 3.25841], [4.65500, -0.02823, 2.00130], [3.63213, -1.84679, 3.31042], [4.68741, 0.12944, 4.51839], [4.07808, -0.19649, 6.01312], [3.15076, 0.87455, 6.33167], [3.72347, -1.55052, 6.35074], [5.65909, 0.12974, 6.98259], [6.61909, -0.57187, 6.37703], [5.86089, 1.44526, 7.15247], [5.39780, -0.46559, 8.12804], [-6.42810, 1.45773, -6.66223], [-5.60542, 2.28966, -7.25845], [-7.67698, 2.05769, -6.47149], [-6.56037, 0.38438, -7.44165], [-5.70347, 0.85791, -5.04749], [-6.27397, -0.45830, -4.97031], [-4.29556, 0.82976, -5.27176], [-6.17022, 1.91508, -4.05057], [-7.11705, 2.14326, -2.81409], [-7.79891, 0.98339, -2.40488], [-6.43633, 2.90035, -1.79381], [-8.43928, 3.33840, -3.51674], [-7.80853, 4.33947, -4.16628], [-9.13757, 2.67672, -4.44319], [-9.23185, 3.76499, -2.54271], [1.27391, -0.80818, -0.65467], [0.33742, -1.64731, -1.07292], [1.05229, -0.46096, 0.64484], [2.47533, -1.42699, -0.65431], [1.32202, 0.72013, -1.66831], [0.19322, 1.51604, -1.30133], [2.62057, 1.25399, -1.26973], [1.36571, 0.14845, -3.12090], [0.29069, 0.31996, -4.22335], [0.24735, -0.85222, -5.04926], [-0.91659, 0.83927, -3.68206], [0.98814, 1.65513, -5.28853], [2.25622, 1.33308, -5.59582], [0.26979, 1.75253, -6.41535], [0.95403, 2.77296, -4.57015], [-5.10383, 0.13130, 3.90222], [-4.78232, 1.36117, 3.46997], [-6.05892, 0.17107, 4.81221], [-5.46769, -0.64191, 2.87877], [-3.40615, -0.33971, 4.60738], [-3.14665, 0.87856, 5.30240], [-3.54813, -1.49509, 5.46265], [-2.62949, -0.46027, 3.27325], [-1.88025, -1.79751, 2.83963], [-1.28111, -1.55352, 1.55569], [-1.07726, -2.25786, 3.92006], [-3.18961, -3.02212, 2.51955], [-3.81275, -2.69720, 1.41947], [-2.51070, -4.16820, 2.31779], [-4.10267, -3.20169, 3.50360]],
  "lumo_energy_ev": -1.42,
  "energy_ev": -259691.8896,
  "e_homo_ev": -11.2,
  "orbital_gap_ev": 9.80,
  "charge": 1,
  "molar_mass_g_mol": 1851.86
}

***

Record 6
{
  "formula": "C10H35BrNO7",
  "method": "the ωB97M-V functional and the def2-TZVPD basis",
  "symbols": ["Br", "C", "C", "O", "H", "H", "H", "H", "H", "H", "C", "C", "O", "H", "H", "H", "H", "H", "H", "C", "C", "O", "H", "H", "H", "H", "H", "H", "C", "C", "C", "O", "C", "N", "H", "H", "H", "H", "H", "H", "H", "H", "H", "H", "H", "O", "H", "H", "O", "H", "H", "O", "H", "H"],
  "xyz": [[-0.38864, 0.85394, -0.56238], [-4.90908, 3.33576, -0.36404], [-3.71196, 2.42672, -0.45540], [-2.83012, 2.85253, 0.62193], [-4.61082, 4.35523, -0.60861], [-5.27317, 3.35508, 0.66318], [-5.68870, 3.09695, -1.08741], [-3.13531, 2.50021, -1.37745], [-4.03632, 1.39118, -0.35267], [-1.98563, 2.39804, 0.57878], [5.19359, 0.63449, -1.67217], [3.62627, 0.61436, -1.70655], [3.08459, 0.88406, -0.42095], [5.50390, 1.59785, -1.26751], [5.63215, 0.54310, -2.66586], [5.48610, -0.29326, -1.18043], [3.23918, -0.32840, -2.09315], [3.36516, 1.44378, -2.36382], [2.12888, 0.79916, -0.45277], [0.16787, 2.99820, 3.42081], [0.01359, 1.51796, 3.67154], [0.69872, 0.75412, 2.71053], [-0.46306, 3.53210, 4.13143], [-0.06902, 3.29176, 2.39817], [1.17659, 3.39966, 3.51792], [-1.05912, 1.34067, 3.74879], [0.55273, 1.30567, 4.59478], [0.11878, 0.71310, 1.94659], [1.90805, -2.68222, -0.36548], [0.50738, -3.32118, -0.18660], [0.10294, -3.20050, 1.30218], [-1.24373, -3.52681, 1.60962], [-1.54750, -4.87269, 1.43151], [-0.47178, -2.62036, -0.92677], [2.41909, -2.82317, -1.31788], [2.59787, -3.07841, 0.37971], [1.81085, -1.59933, -0.28805], [0.47145, -4.38071, -0.43998], [0.23342, -2.15460, 1.57996], [0.77419, -3.79279, 1.92405], [-1.50616, -5.15400, 0.37925], [-2.58553, -4.95576, 1.75353], [-1.08108, -5.65510, 2.03016], [-1.37305, -2.97112, -0.63559], [-0.51105, -1.76001, -0.39918], [0.64153, -1.24366, -3.18005], [0.66300, -0.62401, -2.45080], [1.42809, -1.04414, -3.68774], [-2.03986, -0.82466, -2.83857], [-1.78714, 0.01334, -2.45112], [-2.99039, -0.76723, -2.93566], [0.89666, 3.95806, -1.44887], [0.51441, 3.13279, -1.15047], [0.34138, 4.63407, -1.06041]],
  "lumo_energy_ev": 3.03,
  "energy_ev": -96804.2928,
  "e_homo_ev": -5.7,
  "orbital_gap_ev": 8.78,
  "charge": -1,
  "molar_mass_g_mol": 361.29
}